Entry 1:
Molecular formula: C20H34NO5Ta
Method: DFT, ωB97M-V with the def2-TZVPD basis set

Each line ends with the natural charge from an NBO analysis.
Element x y z (Å)
1 Ta -1.146 -0.349 0.187  2.28
2 C -0.769 1.812 2.526  -0.24
3 O -1.468 0.602 2.058  -0.59
4 C -1.999 -0.208 3.160  -0.09
5 C -3.139 -1.021 2.604  -0.09
6 O -2.615 -1.594 1.384  -0.60
7 C -3.446 -2.500 0.612  -0.10
8 C -3.773 -1.807 -0.689  -0.09
9 O -2.535 -1.197 -1.171  -0.59
10 C -2.432 -1.107 -2.638  -0.24
11 H 0.061 1.506 3.159  0.22
12 H -1.488 2.418 3.073  0.22
13 H -0.419 2.325 1.639  0.23
14 H -2.343 0.467 3.942  0.25
15 H -1.190 -0.835 3.537  0.23
16 H -4.009 -0.403 2.376  0.21
17 H -3.416 -1.815 3.298  0.24
18 H -4.347 -2.755 1.168  0.24
19 H -2.852 -3.399 0.450  0.24
20 H -4.514 -1.014 -0.578  0.22
21 H -4.117 -2.524 -1.432  0.24
22 H -2.566 -2.108 -3.040  0.22
23 H -1.435 -0.741 -2.855  0.25
24 H -3.198 -0.423 -2.995  0.22
25 C -0.898 3.395 -1.235  -0.60
26 C -0.071 2.144 -1.522  0.07
27 C -0.170 1.766 -3.001  -0.61
28 C 1.392 2.347 -1.126  -0.61
29 N -0.591 1.028 -0.740  -0.71
30 H -0.546 4.219 -1.855  0.24
31 H -0.807 3.708 -0.193  0.20
32 H -1.952 3.226 -1.462  0.22
33 H 0.276 2.555 -3.606  0.24
34 H -1.211 1.661 -3.308  0.21
35 H 0.374 0.841 -3.202  0.23
36 H 1.815 3.176 -1.692  0.24
37 H 1.981 1.453 -1.337  0.22
38 H 1.481 2.589 -0.064  0.20
39 C 6.670 -2.381 1.390  -0.64
40 C 5.293 -2.161 0.841  0.06
41 C 4.893 -2.735 -0.356  -0.22
42 C 3.624 -2.538 -0.884  0.09
43 C 3.283 -3.185 -2.197  -0.64
44 C 2.712 -1.755 -0.148  -0.20
45 C 3.097 -1.152 1.071  0.02
46 C 2.212 -0.231 1.880  -0.62
47 C 4.381 -1.360 1.530  -0.18
48 C 1.376 -1.576 -0.711  0.80
49 O 1.023 -1.536 -1.854  -0.55
50 O 0.332 -1.482 0.250  -0.80
51 H 7.290 -2.947 0.699  0.23
52 H 6.621 -2.929 2.332  0.24
53 H 7.162 -1.429 1.594  0.24
54 H 5.593 -3.353 -0.904  0.23
55 H 4.054 -3.904 -2.465  0.23
56 H 3.215 -2.443 -2.992  0.24
57 H 2.327 -3.707 -2.164  0.22
58 H 1.704 0.500 1.244  0.19
59 H 2.821 0.323 2.593  0.24
60 H 1.465 -0.792 2.449  0.20
61 H 4.696 -0.881 2.450  0.21

Properties
E_tot in eV: -34557.78997
Energy above the lowest of the compared OMol25 structures with the same formula, charge and spin in kJ/mol: 0.0
Frontier orbital gap in eV: 7.7
Charge: +2
F_max in eV/Å: 0.17



Entry 2:
Molecular formula: C13H15AuBr2N2Si
Method: DFT, ωB97M-V with the def2-TZVPD basis set

Each line ends with the natural charge from an NBO analysis.
Element x y z (Å)
1 Au -1.017 -0.986 0.438  0.15
2 Br 5.312 1.007 2.488  0.09
3 C 3.512 0.467 2.242  -0.04
4 C 3.163 -0.868 2.343  -0.28
5 C 1.830 -1.187 2.159  0.07
6 N 0.893 -0.287 1.883  -0.47
7 C 1.236 0.998 1.766  0.25
8 C 2.553 1.417 1.953  -0.28
9 C 0.153 1.937 1.375  0.16
10 C 0.383 3.298 1.178  -0.26
11 C -0.663 4.087 0.745  -0.04
12 Br -0.375 5.938 0.453  0.09
13 C -1.910 3.531 0.518  -0.28
14 C -2.047 2.175 0.757  0.07
15 N -1.052 1.401 1.173  -0.45
16 H 3.896 -1.631 2.562  0.24
17 H 1.494 -2.214 2.233  0.22
18 H 2.842 2.454 1.881  0.23
19 H 1.347 3.750 1.354  0.23
20 H -2.743 4.127 0.176  0.24
21 H -3.000 1.683 0.602  0.22
22 C -2.421 -1.198 -2.783  -1.11
23 Si -1.208 -2.077 -1.611  1.12
24 C 0.506 -2.019 -2.438  -1.11
25 C -1.732 -3.902 -1.634  -1.11
26 H -2.445 -1.678 -3.766  0.22
27 H -2.143 -0.151 -2.928  0.22
28 H -3.434 -1.221 -2.375  0.23
29 H 0.502 -2.477 -3.431  0.22
30 H 1.242 -2.549 -1.828  0.22
31 H 0.850 -0.987 -2.545  0.22
32 H -1.735 -4.276 -2.662  0.22
33 H -2.737 -4.033 -1.226  0.23
34 H -1.051 -4.525 -1.051  0.23

Properties
E_tot in eV: -168360.39995
Energy above the lowest of the compared OMol25 structures with the same formula, charge and spin in kJ/mol: 14.1
Frontier orbital gap in eV: 6.9
F_max in eV/Å: 0.57



Entry 3:
Molecular formula: C24H72AsF6N6O6
Method: DFT, ωB97M-V with the def2-TZVPD basis set

Each line ends with the Löwdin charge.
Element x y z (Å)
1 C 5.418 -1.438 6.716  -0.03
2 C 4.130 -1.738 7.418  -0.24
3 C 3.780 -0.605 8.362  -0.18
4 O 3.610 0.611 7.631  -0.22
5 C 3.334 1.852 8.369  -0.04
6 N 3.019 -1.890 6.290  0.23
7 H 3.259 -2.666 5.688  0.16
8 H 2.062 -2.098 6.535  0.16
9 H 2.871 -1.130 5.641  0.16
10 H 5.298 -0.638 5.985  0.10
11 H 5.795 -2.331 6.218  0.10
12 H 6.177 -1.072 7.406  0.11
13 H 4.050 -2.710 7.905  0.16
14 H 4.660 -0.387 8.967  0.14
15 H 2.896 -0.731 8.988  0.13
16 H 2.628 1.652 9.175  0.09
17 H 2.972 2.634 7.702  0.09
18 H 4.188 2.319 8.860  0.09
19 C -7.807 -3.111 3.313  -0.02
20 C -7.513 -3.243 4.862  -0.29
21 C -8.458 -4.259 5.612  -0.18
22 O -9.576 -3.617 6.157  -0.16
23 C -9.429 -2.953 7.453  -0.04
24 N -6.044 -3.519 5.015  0.23
25 H -5.399 -2.799 4.721  0.17
26 H -5.928 -3.703 6.002  0.16
27 H -5.812 -4.368 4.521  0.17
28 H -8.871 -3.002 3.101  0.10
29 H -7.587 -4.072 2.848  0.08
30 H -7.140 -2.331 2.946  0.08
31 H -7.723 -2.271 5.307  0.15
32 H -7.827 -4.769 6.340  0.12
33 H -8.771 -4.941 4.822  0.14
34 H -8.472 -2.509 7.728  0.08
35 H -9.583 -3.781 8.145  0.10
36 H -10.262 -2.273 7.635  0.10
37 C 6.600 4.444 -6.322  -0.03
38 C 7.023 4.178 -4.854  -0.26
39 C 7.129 5.483 -4.050  -0.20
40 O 7.228 5.300 -2.611  -0.22
41 C 7.708 6.528 -1.905  -0.02
42 N 6.032 3.128 -4.312  0.24
43 H 5.133 3.546 -4.117  0.17
44 H 5.847 2.361 -4.943  0.16
45 H 6.448 2.758 -3.470  0.16
46 H 6.992 3.729 -7.046  0.09
47 H 6.803 5.447 -6.698  0.10
48 H 5.525 4.540 -6.473  0.09
49 H 8.025 3.764 -4.743  0.16
50 H 6.260 6.107 -4.256  0.13
51 H 7.903 6.131 -4.460  0.14
52 H 7.146 7.387 -2.270  0.09
53 H 8.742 6.645 -2.230  0.09
54 H 7.643 6.337 -0.833  0.09
55 C 4.008 -5.674 -4.663  -0.06
56 C 3.743 -6.173 -3.207  -0.22
57 C 2.225 -6.582 -3.024  -0.14
58 O 1.959 -7.934 -3.512  -0.19
59 C 1.171 -7.950 -4.782  -0.03
60 N 4.785 -7.331 -2.928  0.24
61 H 5.702 -7.149 -2.545  0.17
62 H 4.343 -7.625 -2.069  0.15
63 H 4.895 -8.152 -3.506  0.17
64 H 3.676 -6.450 -5.353  0.08
65 H 5.039 -5.406 -4.893  0.09
66 H 3.472 -4.772 -4.958  0.09
67 H 4.160 -5.305 -2.697  0.15
68 H 1.665 -5.855 -3.612  0.12
69 H 2.024 -6.492 -1.957  0.13
70 H 1.447 -7.073 -5.367  0.08
71 H 0.158 -8.348 -4.713  0.10
72 H 1.763 -8.697 -5.310  0.09
73 C -4.100 -0.814 -5.618  -0.04
74 C -3.061 -0.984 -6.727  -0.25
75 C -3.631 -1.884 -7.873  -0.22
76 O -4.548 -1.193 -8.663  -0.17
77 C -5.115 -2.106 -9.639  -0.04
78 N -2.671 0.387 -7.297  0.23
79 H -3.039 0.702 -8.183  0.17
80 H -2.777 1.078 -6.568  0.16
81 H -1.674 0.385 -7.458  0.16
82 H -3.775 -0.093 -4.868  0.08
83 H -4.234 -1.697 -4.993  0.10
84 H -5.099 -0.497 -5.914  0.10
85 H -2.084 -1.249 -6.322  0.15
86 H -4.057 -2.787 -7.435  0.14
87 H -2.751 -2.187 -8.440  0.13
88 H -6.087 -1.837 -10.052  0.10
89 H -5.281 -3.074 -9.165  0.09
90 H -4.428 -2.236 -10.475  0.10
91 C -0.748 5.973 2.710  -0.02
92 C -1.770 7.027 3.247  -0.30
93 C -2.614 7.680 2.116  -0.16
94 O -3.616 8.595 2.653  -0.22
95 C -4.396 9.397 1.740  -0.05
96 N -2.693 6.446 4.277  0.26
97 H -2.163 6.088 5.059  0.17
98 H -3.289 7.230 4.503  0.16
99 H -3.249 5.738 3.819  0.17
100 H -1.287 5.231 2.121  0.09
101 H -0.250 5.577 3.596  0.08
102 H 0.069 6.412 2.138  0.10
103 H -1.078 7.790 3.604  0.16
104 H -3.103 6.938 1.485  0.13
105 H -1.989 8.245 1.425  0.14
106 H -4.857 10.170 2.355  0.10
107 H -5.199 8.788 1.325  0.09
108 H -3.790 9.792 0.925  0.09
109 As 0.884 -0.848 0.094  0.86
110 F 1.604 0.009 1.376  -0.27
111 F -0.514 0.378 0.055  -0.34
112 F 0.055 -1.842 -1.144  -0.30
113 F 2.232 -2.005 0.205  -0.31
114 F 0.040 -1.717 1.484  -0.34
115 F 1.765 0.035 -1.171  -0.30

Properties
E_tot in eV: -124377.82556
Energy above the lowest of the compared OMol25 structures with the same formula, charge and spin in kJ/mol: 359.1
Frontier orbital gap in eV: 9.6
Charge: +5
F_max in eV/Å: 3.92



Entry 4:
Molecular formula: C17H6Cl40F3N2O2
Method: DFT, ωB97M-V with the def2-TZVPD basis set

Each line ends with the natural charge from an NBO analysis.
Element x y z (Å)
1 N 2.905 -0.346 1.589  -0.53
2 O 1.975 -0.789 2.483  -0.38
3 C 0.995 0.331 2.596  0.71
4 O 1.445 1.439 3.232  -0.45
5 C -0.524 0.306 1.964  -0.01
6 C -1.297 1.775 1.828  -0.18
7 C -2.822 1.775 1.204  0.03
8 N -3.516 0.487 0.719  -0.52
9 C -2.831 -0.877 0.830  0.08
10 C -1.324 -1.040 1.464  -0.11
11 C -0.660 -2.545 1.602  0.99
12 F -1.762 -3.532 1.307  -0.34
13 F -0.349 -2.715 3.071  -0.32
14 F 0.537 -2.765 0.759  -0.29
15 H 3.394 -1.146 1.122  0.38
16 H 2.477 0.312 0.900  0.34
17 H -0.780 2.782 2.207  0.30
18 H -3.395 2.792 1.119  0.30
19 H -4.488 0.600 0.315  0.48
20 H -3.449 -1.810 0.444  0.32
21 C 1.012 -2.163 -2.777  -0.21
22 Cl -0.168 -1.268 -1.786  0.02
23 Cl 0.150 -3.292 -3.851  0.07
24 Cl 1.957 -1.013 -3.757  0.06
25 Cl 2.110 -3.077 -1.711  0.06
26 C 7.012 -1.083 0.823  -0.21
27 Cl 7.482 0.529 0.226  0.06
28 Cl 6.583 -0.974 2.549  0.07
29 Cl 5.609 -1.673 -0.101  0.02
30 Cl 8.375 -2.212 0.621  0.06
31 C -2.888 1.217 -3.077  -0.21
32 Cl -4.054 -0.127 -3.164  0.05
33 Cl -2.515 1.571 -1.370  0.02
34 Cl -1.391 0.762 -3.929  0.08
35 Cl -3.591 2.664 -3.843  0.07
36 C -1.088 -0.368 -8.177  -0.21
37 Cl -0.401 -1.214 -9.587  0.06
38 Cl -1.155 1.381 -8.508  0.06
39 Cl -2.732 -0.977 -7.861  0.05
40 Cl -0.062 -0.663 -6.750  0.03
41 C 7.612 -3.781 5.361  -0.21
42 Cl 7.174 -2.325 6.290  0.04
43 Cl 9.077 -4.513 6.062  0.05
44 Cl 6.272 -4.953 5.427  0.05
45 Cl 7.926 -3.332 3.665  0.05
46 C -3.788 -2.581 4.328  -0.21
47 Cl -3.086 -1.959 2.813  0.10
48 Cl -3.999 -4.346 4.204  0.07
49 Cl -2.696 -2.207 5.685  0.08
50 Cl -5.370 -1.811 4.609  0.06
51 C 2.530 -5.863 6.475  -0.21
52 Cl 3.656 -6.425 5.214  0.06
53 Cl 1.208 -7.043 6.660  0.06
54 Cl 3.403 -5.702 8.020  0.06
55 Cl 1.854 -4.282 6.007  0.04
56 C -2.870 4.610 -10.243  -0.21
57 Cl -2.184 3.764 -11.653  0.06
58 Cl -2.938 6.359 -10.574  0.06
59 Cl -4.515 4.001 -9.928  0.05
60 Cl -1.844 4.315 -8.816  0.05
61 C 0.730 5.710 1.132  -0.21
62 Cl 1.750 5.724 2.593  0.08
63 Cl 1.768 5.704 -0.316  0.07
64 Cl -0.292 4.251 1.136  0.04
65 Cl -0.305 7.160 1.116  0.07
66 C -5.570 5.294 0.001  -0.21
67 Cl -4.884 4.449 -1.409  0.05
68 Cl -5.638 7.044 -0.330  0.08
69 Cl -7.215 4.685 0.316  0.07
70 Cl -4.544 5.000 1.428  0.04

Properties
E_tot in eV: -533826.09062
Frontier orbital gap in eV: 5.5
Charge: +1
F_max in eV/Å: 9.35



Entry 5:
Molecular formula: C2H6InO2
Method: DFT, ωB97M-V with the def2-TZVPD basis set

Each line ends with the natural charge from an NBO analysis.
Element x y z (Å)
1 In 18.144 18.468 -26.033  2.10
2 C 19.968 19.652 -28.339  -0.12
3 C 19.287 20.855 -27.616  -0.17
4 O 19.429 20.664 -26.194  -0.52
5 O 19.636 18.349 -27.831  -0.71
6 H 21.042 19.778 -28.201  0.31
7 H 19.936 19.684 -29.428  0.31
8 H 18.251 21.034 -27.903  0.30
9 H 19.707 21.841 -27.816  0.33
10 H 20.366 20.822 -26.061  0.56
11 H 20.117 17.714 -28.367  0.61

Properties
E_tot in eV: -11397.13962
Energy above the lowest of the compared OMol25 structures with the same formula, charge and spin in kJ/mol: 193.8
Frontier orbital gap in eV: 5.2
Charge: +3
F_max in eV/Å: 3.23



Entry 6:
Molecular formula: C5H13NS2
Method: DFT, ωB97M-V with the def2-TZVPD basis set

Each line ends with the natural charge from an NBO analysis.
Element x y z (Å)
1 N 0.764 0.870 1.929  -0.77
2 C -0.097 1.058 0.781  -0.08
3 C -0.949 2.288 1.036  -0.61
4 C 0.739 1.020 -0.470  -0.62
5 S -0.162 1.382 -1.934  0.06
6 S 0.742 -1.915 0.775  -0.02
7 C 0.565 -2.225 -0.996  -0.58
8 C -0.968 -2.281 -1.351  -0.61
9 H 0.996 -0.085 2.165  0.39
10 H 1.500 1.534 2.118  0.37
11 H -0.813 0.238 0.833  0.22
12 H -1.457 2.211 1.995  0.23
13 H -0.237 3.123 1.115  0.19
14 H -1.642 2.497 0.219  0.23
15 H 1.252 0.052 -0.490  0.28
16 H 1.572 1.736 -0.365  0.23
17 H 1.000 -3.181 -1.301  0.23
18 H 1.007 -1.510 -1.688  0.23
19 H -1.421 -1.358 -1.009  0.21
20 H -1.002 -2.266 -2.439  0.21
21 H -1.389 -3.187 -0.924  0.21

Properties
E_tot in eV: -28551.93177
Energy above the lowest of the compared OMol25 structures with the same formula, charge and spin in kJ/mol: 453.3
Frontier orbital gap in eV: 4.5
F_max in eV/Å: 2.44



Entry 7:
Molecular formula: CN2O2
Method: DFT, ωB97M-V with the def2-TZVPD basis set

Each line ends with the natural charge from an NBO analysis.
Element x y z (Å)
1 C -0.378 0.566 -1.690  0.50
2 N 0.936 -0.790 0.625  -0.09
3 N 0.030 -0.591 1.165  0.44
4 O -0.964 -0.591 1.736  -0.35
5 O 0.376 1.406 -1.836  -0.50

Properties
E_tot in eV: -8109.66876
Energy above the lowest of the compared OMol25 structures with the same formula, charge and spin in kJ/mol: 397.0
Frontier orbital gap in eV: 13.3
F_max in eV/Å: 6.93



Entry 8:
Molecular formula: C4H13NO2
Method: DFT, ωB97M-V with the def2-TZVPD basis set

Each line ends with the natural charge from an NBO analysis.
Element x y z (Å)
1 C 0.413 -1.914 0.759  -0.41
2 N 0.053 -0.692 0.063  -0.67
3 C 0.464 0.583 0.575  -0.25
4 C -0.917 2.037 2.057  -0.40
5 C -0.143 0.968 1.938  -0.18
6 H 1.388 -2.259 0.437  0.19
7 H -0.398 -2.634 0.661  0.21
8 H 0.490 -1.779 1.846  0.18
9 H -0.852 -0.715 -0.379  0.38
10 H 1.527 0.701 0.805  0.20
11 H 0.189 1.418 -0.061  0.20
12 H -1.016 2.677 2.930  0.21
13 H -1.250 2.556 1.166  0.18
14 H 0.125 0.275 2.722  0.19
15 H -0.614 1.393 -1.943  0.46
16 H 0.131 0.669 -3.051  0.48
17 O -0.043 1.554 -2.698  -0.94
18 H 0.616 -1.699 -3.246  0.47
19 H 0.052 -1.479 -1.832  0.48
20 O -0.214 -1.662 -2.751  -0.97

Properties
Structure (SMILES): C=CCNC.O.O
E_tot in eV: -9942.33025
Energy above the lowest of the compared OMol25 structures with the same formula, charge and spin in kJ/mol: 180.1
Frontier orbital gap in eV: 9.7
F_max in eV/Å: 2.30



The highest E_tot belongs to which entry?
CN2O2



Among the records above, which one has the highest E_tot?
CN2O2



Number 8 is which compound?
C4H13NO2